ORCA calculation (ωB97M-V/def2-TZVPD) on a cluster of 14 separate species, C84H210N14O28 in total.

XYZ file:
```
336
Properties=species:S:1:pos:R:3:forces:R:3:mulliken_charge:R:1
O -5.8734 -5.9379 -2.0958 0.063 -0.125 -1.058 -0.345
O 1.3050 1.2362 -8.2865 -0.101 0.231 -1.108 -0.555
O 6.7374 1.6314 -3.3448 0.177 -0.688 -0.191 -0.442
O 4.1898 2.3514 3.2761 -1.558 0.497 -1.366 -0.531
O 3.1668 6.0391 -1.5635 0.099 -0.722 -0.941 -0.315
O 7.6435 0.3097 3.8682 -1.966 -0.544 -0.351 -0.429
O -4.1474 -6.1628 3.2834 0.356 -0.353 0.607 0.060
O 2.0283 -7.9902 1.6565 -2.002 -1.312 -0.272 -0.395
O 4.5478 -3.2250 -2.0052 -1.282 0.235 -0.517 -0.561
O 0.5126 3.3010 5.9258 -0.827 -1.343 -0.576 -0.413
O -1.9691 5.7881 0.9075 0.974 0.189 -1.439 -0.248
O 0.0764 7.2537 4.1845 0.529 0.592 -0.662 0.084
O 0.6966 -2.5878 1.4380 0.021 0.812 -1.831 -0.272
O 6.1846 3.4329 -6.7358 0.433 1.534 -0.278 -0.151
O -3.3093 -2.6206 -10.8614 -0.484 -1.743 0.244 -0.399
O -1.4794 5.1328 -3.5736 -0.500 0.662 0.221 0.166
O 4.3154 6.6925 5.0177 -1.660 -0.318 -2.202 -0.159
O -2.9937 -8.9632 -0.0436 1.637 0.429 0.280 -0.517
O 1.6846 0.9418 -2.0893 -1.181 2.204 2.044 0.413
O -6.0683 -7.7325 5.8109 -1.486 0.063 -1.880 -0.360
O -0.3684 -3.3812 7.2558 0.174 0.646 -0.358 -0.423
O 5.1847 -3.4620 4.5659 -1.456 -2.039 -0.846 -0.307
O -3.2179 -2.0864 1.1644 -0.003 0.519 0.121 0.582
O -1.5981 -2.0923 -3.9334 -1.514 1.839 -0.663 -0.603
O -5.7806 0.5839 -1.7714 -1.702 -0.403 -0.784 -0.298
O -6.5917 5.8195 3.3558 -0.968 -0.574 0.160 -0.429
O -3.8689 -0.0307 6.6638 -2.034 0.648 -0.847 -0.314
O 2.9672 -2.2140 -7.3697 -3.526 0.167 2.677 0.050
N 4.6635 3.1002 -4.2494 1.436 0.512 2.612 0.247
N -2.8322 0.4080 -2.3216 -0.556 0.383 -0.286 0.617
N 5.0210 -2.3770 -4.8294 1.219 1.125 -1.646 -0.360
N 2.5366 6.6770 2.7019 -0.043 0.907 -0.201 0.841
N -3.1421 -6.5590 -1.4100 0.004 -0.538 -1.018 -0.126
N 1.0946 0.5174 0.6189 -1.362 -1.312 0.958 0.827
N -3.6693 0.5169 3.8563 -2.306 -0.259 -0.452 0.635
N 2.3602 -4.3250 2.7093 2.374 -1.720 -0.025 1.435
N 0.8733 6.9005 -3.8183 0.893 -0.244 -1.228 -0.351
N -6.9652 -5.6518 3.8254 -1.867 -1.270 -0.995 -0.340
N -0.4401 -0.5719 -9.6088 -0.989 -0.384 0.403 -0.020
N 5.7340 0.3112 1.5208 -0.086 -0.516 1.152 -0.203
N -1.2309 0.0154 5.7201 0.475 -0.266 0.325 1.389
N -4.3146 3.2887 2.2807 -0.508 1.396 -1.364 0.505
C -0.8480 -3.2530 -3.8724 0.883 0.611 0.312 -0.064
C -1.0184 -0.9317 -3.3200 0.336 -0.605 0.066 0.636
C 4.3207 -2.1896 -7.3252 1.332 0.840 -0.614 -1.080
C 2.4710 1.6379 -7.6130 0.837 -1.309 1.029 0.134
C 2.0435 7.4425 -3.0954 -1.331 1.486 -0.980 -1.592
C 0.3341 0.5276 -7.5174 0.733 -0.545 0.334 0.194
C -6.4229 -5.7553 2.4561 0.981 1.916 0.870 -0.979
C -2.9494 -5.5641 3.7624 -0.404 0.490 0.103 -0.739
C 5.4578 3.5951 -3.0304 -0.946 -0.430 -0.984 0.401
C -2.8992 5.2951 -3.8808 1.353 -0.111 -0.707 -0.982
C -0.2260 0.9749 6.1450 0.011 1.033 -0.386 -1.363
C 7.9017 0.4909 5.2567 0.840 -0.023 -0.942 -0.792
C 6.6800 -0.7836 3.6296 0.373 0.347 -0.368 -0.187
C -0.6124 2.3871 5.6612 1.418 0.680 1.023 0.264
C -3.6727 0.4567 7.9558 0.092 0.917 1.124 -0.972
C -6.9103 -6.2545 -3.0862 0.566 1.121 0.799 -0.808
C -5.0152 0.3059 4.4732 1.892 0.273 1.981 -0.632
C 3.8580 -4.1454 2.4805 -0.947 -0.069 1.715 0.346
C 6.1609 0.8800 -2.2506 1.853 0.530 0.131 -0.633
C -0.6996 7.9552 5.1062 -0.362 0.346 0.377 -0.990
C -1.5398 -0.9271 -10.5592 0.975 -1.135 0.042 -0.824
C 3.7581 1.8433 1.9909 0.212 -1.066 -0.388 -0.430
C 0.2841 4.5827 5.3628 0.121 -0.526 0.402 -0.599
C 0.6170 -1.3811 2.2209 -1.286 0.063 0.816 -0.394
C 0.2692 7.9453 2.9441 0.480 -1.675 -0.777 -1.315
C 1.2322 2.0878 -1.2172 2.316 -0.246 -0.085 -0.305
C 4.3713 4.1271 -5.1949 1.141 -0.458 -1.360 0.809
C 2.4627 -6.6994 1.5071 1.302 2.000 -0.699 -0.328
C 6.3461 -0.8955 2.1296 1.835 0.474 -0.409 -0.907
C -0.6713 -1.9685 7.1874 -0.457 -0.770 1.092 -0.499
C 4.3017 0.3895 1.7597 -1.023 1.434 0.653 0.324
C 3.5743 -2.3103 -1.3704 1.415 -1.465 -0.262 0.642
C 1.2458 7.0376 2.1082 -0.381 0.062 0.869 0.407
C -1.9607 -6.7592 -0.5943 -1.086 -1.601 -1.501 -0.055
C 0.5491 1.7212 0.0479 -1.134 -1.333 -0.485 -1.235
C -4.7785 -5.1234 -2.6053 0.132 -0.652 1.233 -0.925
C -6.6125 -8.0210 4.4766 -1.263 0.279 0.855 0.152
C -1.8994 0.3027 -3.4225 0.671 -1.085 0.273 -1.348
C -7.6527 -6.9165 4.2038 1.445 1.111 0.136 -1.058
C 2.2906 -2.5551 -8.5386 0.265 -0.303 0.092 -0.970
C -0.8599 -1.3619 5.8287 1.591 -1.479 -2.297 0.151
C -3.2679 4.3529 2.2458 0.456 -2.609 0.968 -0.170
C 0.0603 -0.0768 1.5729 1.923 -0.603 -1.208 -0.149
C -0.5259 5.0896 -4.6590 0.140 -0.598 0.166 -1.142
C 4.6247 7.4280 3.8464 -0.721 0.654 0.740 -0.726
C -3.5182 -5.2114 -1.6460 -1.235 0.417 -0.486 0.774
C 1.9250 -5.7493 2.6105 -0.358 0.167 -0.281 -0.818
C 4.1690 -2.9795 5.4189 0.994 1.683 0.760 -0.802
C 2.0322 1.4212 -3.3592 -0.805 -0.715 -1.550 -0.222
C 5.6191 4.5558 -6.0561 -1.479 0.103 1.222 -1.179
C 6.8481 3.0009 -3.0911 -1.031 0.974 0.381 -0.903
C 3.5688 3.6545 3.6477 2.033 -1.140 0.263 -0.043
C -1.7971 -8.2780 -0.5509 -0.538 -0.569 1.423 -0.834
C 2.0052 -8.8447 0.5013 1.010 -1.019 1.312 -0.864
C -4.9490 -5.3357 2.4629 0.448 -0.918 -1.102 0.363
C 4.9494 -1.5206 -6.0597 -0.839 -1.126 -0.397 -0.133
C -3.5838 0.0703 2.4571 0.576 0.006 0.366 -0.054
C 4.6880 -4.6158 3.7647 -0.118 1.459 -0.491 -0.960
C -6.7421 1.0189 -2.7707 1.475 -0.129 -0.635 -0.878
C 5.4243 6.4578 5.7801 0.003 0.202 1.366 -0.956
C 7.3796 3.8738 -7.4114 -0.429 0.318 -0.260 -0.945
C -3.2248 -8.5474 1.3341 -0.862 -0.386 -1.388 -0.424
C 3.7844 -2.8733 -4.3140 0.234 -1.141 -0.685 0.106
C -3.6653 1.6041 -2.4327 0.606 0.291 0.117 -0.296
C 0.9513 -3.8725 6.9828 -0.584 0.583 -0.599 -0.474
C 3.9803 -3.8762 -3.1661 -0.662 1.757 0.515 -0.773
C -5.6744 3.8561 2.3073 1.499 -0.206 0.383 -1.160
C 2.2368 7.1073 -1.6530 0.058 -2.035 0.925 0.918
C -4.8945 0.7762 5.9613 0.038 -0.841 -0.507 -0.967
C 3.5275 5.4438 -0.3457 1.128 0.718 0.474 -0.209
C -4.7896 1.5268 -1.4522 -0.623 0.141 0.929 0.119
C -6.0222 4.5127 3.6248 -1.038 0.618 0.420 -0.379
C -3.9457 -1.8115 -0.0257 -0.245 0.297 0.224 -0.178
C -0.8744 0.1564 -8.3911 0.668 1.335 -0.788 -0.947
C -7.8659 5.7669 2.6432 1.110 -0.322 0.589 -0.712
C -3.3010 5.3591 1.1313 -0.135 -0.835 0.525 -0.892
C -3.6819 -1.4703 2.3584 0.271 0.857 -0.326 -0.454
C 3.3763 7.8487 3.1106 -1.429 -1.725 -0.852 -0.663
C -0.3652 -3.0241 0.5844 -1.280 -0.247 0.820 0.373
C -1.2715 5.0924 -0.2058 -1.623 -0.352 1.326 0.342
C -2.3975 -2.0353 -9.9309 -0.509 0.702 0.170 -0.252
C 0.8913 5.4756 -4.2110 -1.027 0.444 2.415 0.537
C -5.1097 -8.6064 6.2582 1.395 -0.902 0.595 -0.742
C -3.8762 -3.9061 -10.3737 0.139 1.071 0.164 -0.748
H -1.5254 -8.6301 -1.5460 -0.513 -0.235 0.051 0.426
H -1.0185 -8.5776 0.1506 0.454 0.199 -0.083 0.453
H 0.9207 -4.9359 7.2200 0.205 0.204 0.424 0.307
H 4.6848 -3.1985 -7.5194 0.663 -0.095 -0.005 0.411
H -2.3171 0.2162 -4.4256 -0.517 0.471 -0.247 0.570
H -6.6566 -6.6082 1.8188 0.541 -1.259 1.102 0.284
H 1.2354 1.2010 -4.0696 -0.864 0.057 -0.095 0.003
H 0.1665 1.1492 -6.6379 -0.965 0.150 0.083 0.209
H 0.7542 2.4980 0.7844 -0.723 0.487 -0.146 0.098
H 1.2578 5.0619 5.2614 -0.173 0.316 0.525 0.058
H -5.6872 4.7174 1.6394 -0.070 -0.401 -0.566 0.791
H 0.0806 -1.5458 5.3094 0.328 0.148 -0.266 0.217
H 3.4565 -2.3034 4.9463 -0.366 -0.368 -0.497 0.145
H 7.1445 -1.6814 4.0375 -0.147 -0.310 -0.263 0.663
H 2.7740 5.1430 0.3822 -0.631 0.152 -0.349 -0.050
H -1.3024 4.0179 -0.0252 0.121 -0.273 0.308 0.200
H -5.2014 4.6562 4.3275 0.548 0.419 -0.631 0.267
H -3.0774 2.4875 -2.1835 0.274 0.109 0.037 -0.008
H 2.3400 -1.7666 -9.2896 0.340 0.027 -0.285 0.341
H 6.7655 1.1685 -1.3907 -0.343 -0.032 0.536 0.396
H -0.6995 -3.4182 -2.8052 0.257 -1.011 0.094 -0.216
H -0.4928 1.5679 -0.2335 -0.728 0.262 0.694 0.413
H -6.8438 -5.5747 -3.9357 0.073 0.126 -0.040 0.332
H 0.7179 0.9167 5.6030 0.120 -1.122 -0.151 0.289
H -6.9052 -5.0795 1.7499 -0.200 1.102 0.368 0.489
H 1.5972 -1.2992 2.6904 0.202 0.371 -0.488 -0.167
H 5.3572 2.4640 -4.6156 -0.415 -0.500 -0.762 0.394
H -2.6104 0.4921 2.2068 0.036 -0.444 -0.871 -1.021
H 7.3088 -0.9876 1.6267 0.246 -0.071 -0.101 0.402
H -0.2190 5.3707 -0.2592 -0.319 0.485 0.081 -0.696
H 2.7551 -2.9216 -0.9919 -0.115 0.055 0.310 0.154
H 1.1184 5.0152 -3.2494 0.012 -1.231 -0.045 -0.124
H -2.7437 -4.6189 -2.1332 0.296 -0.168 -0.265 -0.532
H -3.9558 -7.1051 -1.1652 0.170 -0.204 0.299 0.399
H -0.2423 0.7433 2.2239 0.476 -0.346 0.834 0.312
H -1.6913 8.1682 4.7072 -0.194 0.131 -0.112 0.330
H 4.1952 6.1366 0.1665 -0.039 0.225 0.512 0.490
H -3.3262 4.3923 -4.3175 0.153 -0.224 -0.104 0.315
H -1.2793 1.1210 -8.6972 -0.553 0.267 -0.056 0.368
H 2.7634 8.5781 3.6401 0.237 0.112 0.451 0.368
H 5.2678 5.3964 -6.6545 0.074 -0.268 -1.066 0.539
H 0.2699 -0.0021 -10.0461 -0.038 -0.013 -0.213 0.260
H -3.0722 1.3664 7.9577 0.771 -0.032 -0.200 0.264
H 3.1740 3.5838 4.6613 -0.027 -0.247 -0.021 0.323
H 2.6708 1.8205 1.9182 -0.118 -0.290 0.392 0.426
H -5.0732 -8.6297 7.3473 -0.245 0.374 0.121 0.283
H -0.2270 8.8900 5.4077 0.080 0.261 -0.082 0.299
H -5.8677 0.6078 6.4224 -0.022 -0.186 0.351 0.458
H 8.1412 4.2345 -6.7200 0.218 -0.627 0.345 0.335
H -3.7855 -7.6242 1.1882 -0.077 0.040 1.030 0.017
H 2.5093 7.9344 -0.9973 0.273 0.312 -0.158 0.537
H -7.0234 2.0676 -2.6749 -0.249 -0.015 0.558 0.332
H -2.3686 3.7730 2.0382 0.363 0.041 0.351 0.022
H -7.1929 -8.9426 4.4320 0.199 -0.579 0.710 0.514
H 6.4428 -0.1594 -2.4188 -0.561 -0.026 -0.232 0.416
H -0.6571 7.9919 2.3714 -0.381 -0.221 0.028 0.482
H -7.5975 0.3575 -2.9075 0.040 -0.052 0.984 0.283
H -3.1810 -4.6916 4.3734 -0.202 0.094 0.364 0.417
H -3.2001 -4.7602 -10.4139 0.649 0.385 0.132 0.298
H 1.7932 -3.6921 2.1634 0.168 -0.252 -0.328 -0.324
H 3.1484 -1.5467 -2.0213 0.342 0.095 -0.161 -0.026
H -3.8025 -9.3417 1.8067 -0.413 0.201 -0.200 0.348
H 4.4814 4.2502 3.6679 -0.522 0.800 0.077 0.114
H 2.8096 4.1105 3.0123 0.185 -0.636 -0.533 -0.046
H 1.8020 8.5054 -3.1016 0.261 0.336 -0.026 0.439
H -6.3341 -5.4234 4.5802 0.630 -0.057 -0.571 0.351
H 3.0894 -2.0535 -4.1319 -0.444 -0.075 0.561 -0.096
H -5.2279 -9.6556 5.9873 -0.472 -0.125 -0.415 0.334
H -2.9605 -1.5470 -9.1355 -0.310 -0.373 0.412 0.246
H 1.4689 -8.6206 -0.4208 0.000 1.114 0.193 0.325
H 0.8605 -5.7205 2.3782 -0.270 0.001 0.531 0.090
H -6.6484 3.8769 4.2508 -0.891 0.003 -0.140 0.381
H 4.9473 3.2407 -2.1350 -0.118 0.304 0.088 -0.827
H 4.7134 -2.3136 6.0884 0.065 0.159 0.242 0.440
H -4.6159 -5.4929 1.4371 0.263 0.300 -0.447 -0.585
H 2.1728 2.4954 -3.4793 0.739 -0.144 0.525 -0.002
H 4.4279 -0.5698 -5.9496 -0.547 0.138 0.471 -0.108
H 1.5771 -9.7935 0.8247 -0.285 0.129 0.332 0.306
H 7.0127 0.4137 5.8827 0.034 -0.110 0.009 0.287
H 5.2916 6.8516 3.2053 0.205 0.088 -0.072 0.305
H 2.7948 0.7868 -3.8110 0.800 0.477 0.532 0.119
H -1.5833 -1.8398 5.1681 -0.267 -0.902 0.519 -0.166
H 0.5973 8.9844 2.9682 0.392 0.099 0.853 0.462
H -1.4955 2.7734 6.1702 -0.319 0.110 -0.220 0.265
H -4.7504 -4.2802 -10.9067 0.056 0.896 -0.782 0.304
H -4.4163 -0.8287 -0.0518 -0.127 0.031 0.425 0.151
H -1.5872 -1.9066 7.7752 -0.274 0.017 -0.064 -0.035
H 3.5523 -6.7142 1.4801 0.420 0.173 0.131 0.405
H -0.7016 2.3615 4.5752 -0.602 -0.161 -0.016 -0.159
H -5.8767 -8.1239 3.6790 0.446 0.472 0.249 -0.046
H -2.0396 -0.0934 6.3153 -0.453 1.865 0.094 -0.370
H -8.0971 6.7818 2.3198 0.099 -0.155 0.006 0.245
H 2.0808 -6.2606 3.5605 -0.111 0.031 0.189 0.298
H -8.3717 -7.1583 3.4210 0.148 -0.264 -0.014 0.418
H -6.2756 0.9640 -3.7544 0.332 0.066 -0.225 0.329
H -4.7214 -2.5661 -0.1560 -0.026 -0.092 -0.231 0.139
H -1.3293 -4.0517 -4.4368 -0.248 0.019 0.430 0.333
H 1.3267 7.4717 1.1117 0.327 0.119 -0.085 0.049
H -5.2622 2.4751 -1.1965 -0.003 0.483 -0.518 0.577
H 0.7639 6.0664 1.9963 -0.448 0.085 -0.194 -0.256
H -3.4967 -0.3516 -2.3614 0.057 -0.462 -0.071 0.132
H 3.6458 3.6636 -5.8634 -0.202 0.447 -0.390 -0.433
H 3.9265 -0.0470 2.6854 0.332 -0.973 0.192 -0.141
H -8.2114 -6.7106 5.1168 -0.036 -0.283 0.083 0.372
H -4.1069 -8.3292 5.9334 0.215 0.166 -0.239 0.193
H 3.9160 4.9861 -4.7020 0.109 0.105 -0.076 -0.154
H 1.7246 -3.2986 7.4935 -0.012 -0.179 0.566 0.348
H 4.1880 -1.8934 -0.5720 -0.499 0.276 0.081 -0.296
H 2.0854 2.5526 -0.7232 1.144 0.201 -1.264 -0.070
H 8.3798 1.4632 5.3757 -0.341 0.213 -0.035 0.286
H 5.9426 -1.1889 -6.3622 0.271 -0.472 0.213 0.451
H -3.2486 -0.2922 8.6247 0.229 -0.118 -0.377 0.273
H 4.2188 -4.6064 1.5610 0.041 -0.244 0.033 0.582
H -1.1571 -6.4553 -1.2650 0.565 0.723 0.798 0.465
H -1.1060 -1.4465 -11.4137 0.460 0.309 -0.168 0.373
H -0.0244 -1.6499 3.0602 -0.444 0.258 0.195 0.321
H 0.0111 7.0394 -3.3110 0.060 0.147 0.246 0.331
H -2.2879 -5.1531 2.9998 0.015 -0.334 -0.598 -0.056
H 8.6971 -0.2127 5.5022 -0.262 -0.425 0.652 0.315
H 5.5163 -1.8156 -4.1514 0.017 -0.188 0.371 0.240
H -5.3257 -0.7316 4.5961 -0.001 -0.328 -0.486 0.394
H 6.3289 5.0597 -5.4001 0.555 -0.357 0.295 0.354
H 5.5810 4.6781 -3.0168 -0.449 0.155 0.097 0.348
H 7.2273 4.7584 -8.0297 -0.686 0.196 -0.142 0.364
H -3.7181 4.8151 0.2838 -0.192 0.403 -0.485 0.215
H -1.7161 -2.7693 -9.5008 0.022 -0.138 0.006 0.287
H 3.8040 -0.0553 0.8980 -0.387 0.085 0.177 -0.187
H 2.6879 -3.5093 -8.8848 -0.054 -0.104 -0.553 0.435
H 5.0524 8.3506 4.2387 0.773 0.267 -0.523 0.484
H -2.3844 -6.2651 4.3768 -0.263 -0.173 -0.159 0.294
H -0.1307 4.5940 4.3548 -0.260 -0.430 -0.153 0.280
H -0.4219 5.0618 6.0411 0.153 0.767 -0.192 0.423
H 2.3015 2.2472 -6.7252 -0.396 0.271 -0.017 -0.207
H -0.7574 5.7612 -5.4857 -0.543 0.063 -0.032 0.514
H -3.4864 5.5204 -2.9906 0.535 0.066 0.243 0.242
H 4.0449 -3.0765 2.3770 -0.063 0.075 0.020 -0.489
H 4.0511 -5.2274 4.4038 -0.082 -0.001 0.027 0.416
H 5.5778 -5.1976 3.5239 -0.012 0.175 -0.222 0.248
H -0.0811 -3.6435 -0.2664 0.979 0.409 -0.018 0.281
H -1.8251 5.1937 -1.1393 0.278 0.621 -0.108 0.318
H -4.7338 -1.6717 2.5610 -0.140 -0.631 -0.017 0.404
H -2.0342 -6.3271 0.4037 0.442 0.432 0.090 -0.169
H 7.3596 3.2755 -2.1686 0.308 -0.486 0.373 0.480
H -1.0977 -2.2866 0.2563 0.635 0.608 -0.128 -0.678
H 2.3196 6.0125 3.4309 0.391 0.443 0.533 -0.571
H 3.2991 2.0626 -8.1805 -0.933 0.678 -0.939 0.447
H 0.7259 -0.3990 -7.0979 0.595 -0.265 -0.157 -0.065
H 0.0267 -1.3385 7.7388 0.599 -0.239 0.108 0.457
H -2.1060 -0.0972 -10.9821 -0.294 0.233 0.392 0.319
H 4.5329 -4.7787 -3.4276 0.520 0.465 -0.065 0.475
H 6.1630 1.0579 2.0486 0.204 0.465 -0.053 0.521
H -0.8897 -0.3278 1.1011 -0.043 -0.128 -0.604 -0.279
H -2.9868 -0.0281 4.3634 0.288 0.267 0.435 -0.453
H 3.3389 -3.4880 -5.0961 -0.257 0.129 -0.262 0.249
H -3.0479 -1.8611 3.1543 -0.106 -0.317 0.047 0.050
H -4.5116 -5.4724 -3.6028 0.294 -0.218 0.014 0.542
H 0.0329 0.8593 7.1975 -0.108 0.646 0.254 0.348
H -5.8094 0.8456 3.9574 0.160 0.196 -0.065 0.357
H 1.2306 -2.6704 -8.3122 0.104 -0.023 0.172 0.168
H -4.5383 0.8493 8.4894 -0.844 -0.504 -0.341 0.422
H 5.6294 7.4010 6.2865 0.582 0.017 0.527 0.351
H 2.1704 -6.2546 0.5559 -0.229 -0.057 -0.419 0.269
H -1.6548 -0.3625 -7.8344 0.343 -0.206 0.087 0.397
H 3.6102 8.2704 2.1330 0.515 0.439 0.131 0.332
H 4.1741 4.5889 -0.5437 -0.312 -0.147 -0.371 -0.081
H -3.1491 4.8100 3.2281 0.103 0.407 0.053 0.366
H 1.2360 -3.8251 5.9317 -0.306 0.164 -0.384 -0.001
H 5.8537 -1.8308 1.8632 -0.508 0.198 0.319 0.171
H -8.6782 5.3777 3.2570 0.028 0.106 0.396 0.307
H 3.0257 0.7669 -7.2642 -0.298 -0.589 0.514 -0.193
H -4.3548 0.5434 1.8489 0.060 0.201 0.049 0.811
H 4.0342 2.3706 1.0777 0.698 1.078 0.238 -0.063
H 1.6605 5.1266 -4.9000 -0.149 0.621 -0.359 0.112
H -0.0737 -0.6557 -3.7885 0.301 -0.387 -0.288 0.341
H -1.2215 1.1548 -3.3740 -0.063 0.208 -0.098 0.218
H -3.9450 6.1574 1.5003 0.214 0.590 -0.797 0.320
H -0.7961 -1.1707 -2.2800 0.048 0.061 0.338 -0.330
H -4.4150 1.2107 -0.4786 0.376 -0.141 -0.035 -0.570
H 0.1192 -3.0730 -4.3416 0.424 -0.163 -0.017 0.071
H -4.7353 -4.2938 2.7015 -0.564 0.254 0.204 0.359
H 7.7327 3.1304 -8.1261 0.017 -0.371 0.592 0.256
H -2.3697 -8.4303 1.9998 0.539 0.258 -0.529 0.235
H 2.9649 -4.2178 -2.9649 -0.294 -0.185 0.517 0.233
H 0.6913 2.8825 -1.7310 -0.107 -0.339 -0.498 0.182
H 6.3254 6.1561 5.2461 -0.051 -0.340 -0.227 0.371
H -3.2618 -1.7609 -0.8730 0.167 -0.565 0.119 -0.542
H 5.0551 5.7113 6.4833 0.777 -0.081 0.290 0.232
H -3.0179 6.1049 -4.6007 -0.085 0.120 -0.006 0.392
H -4.6892 1.8408 6.0737 0.451 0.076 -0.187 0.433
H 2.9406 7.3615 -3.7092 0.068 -0.361 0.181 0.386
H 1.2067 -0.1324 -0.1460 0.190 -0.360 -0.107 0.040
H -6.9156 -7.2670 -3.4898 0.502 -0.184 0.398 0.270
H -4.1641 2.6104 3.0137 0.291 0.010 0.232 -0.372
H 5.7093 -0.6763 4.1139 0.115 0.628 0.712 0.074
H -4.2668 -3.7813 -9.3638 0.370 0.107 0.292 0.290
H -0.5093 4.0537 -4.9976 0.035 -0.077 -0.405 0.150
H 5.1082 1.0504 -2.0252 -0.073 -0.059 -0.443 0.079
H 1.2904 6.7040 -1.2929 -0.471 0.257 0.288 -0.558
H -5.1051 -4.0895 -2.7177 -0.057 0.206 0.193 0.471
H -7.8615 -6.0582 -2.5915 -0.020 -0.146 -0.022 0.252
H -6.3711 3.0860 1.9759 -0.200 0.135 0.072 0.378
H 3.0401 -9.1312 0.3138 0.209 0.280 -0.651 0.361
H -0.8368 7.3767 6.0197 0.170 -0.269 -0.169 0.267
H -7.7947 5.0820 1.7983 0.036 0.223 -0.288 0.291
H 3.6581 -3.6592 6.1009 0.046 -0.718 -0.531 0.335
H -1.0419 -3.6862 1.1245 0.046 -0.239 0.568 -0.586
H -3.6023 -4.7725 -0.6519 -0.893 0.948 0.063 -0.193
H 4.4720 -1.5103 -8.1642 1.727 0.038 -0.385 0.508
H -4.0005 1.7546 -3.4589 -0.366 0.053 -0.253 0.191
H 7.3423 3.5774 -3.8731 0.454 -0.867 -0.486 0.298
```
Positions in Å, forces in eV/Å.

- calculated total energy (eV) = -168676.857
- LUMO (hartree) = 0.01078
- energy above the lowest of the compared OMol25 structures with the same formula, charge and spin (kcal per mole) = 233.6
- HOMO level (eV) = -8.224
- gap between HOMO and LUMO (eV) = 8.518
- maximum force (eV Å⁻¹) = 4.4
- M (g/mol) = 1864.7